Molecular formula: C29H49O15PbS5
Method: DFT, the ωB97M-V functional and the def2-TZVPD basis

Properties
Spin multiplicity = 2
HOMO level (alpha / beta) = -7.3 / -7.3 eV
Orbital gap (alpha / beta) = 6.52 / 4.76 eV
<S²> = 0.781

Geometry (Å):
Pb  0.15  0.11  -0.05
C  -2.02  -2.83  -2.53
C  -2.34  -1.36  -2.64
C  -3.77  -1.11  -2.23
O  -1.40  -0.54  -1.93
H  -1.08  -3.00  -3.06
H  -2.83  -3.45  -2.92
H  -1.86  -3.02  -1.47
H  -2.36  -1.14  -3.70
H  -4.12  -0.09  -2.33
H  -4.05  -1.54  -1.27
H  -4.37  -1.59  -3.01
C  1.46  -1.19  4.35
C  2.75  -1.33  5.09
C  4.08  -1.14  4.35
O  5.21  -1.41  4.83
C  3.98  -0.81  2.89
C  2.76  -0.65  2.30
C  1.46  -0.85  3.05
O  0.25  -0.93  2.52
O  2.87  -0.31  1.07
O  2.66  -1.67  6.29
H  0.49  -1.43  4.77
H  4.89  -0.68  2.33
C  -2.44  3.71  -4.02
C  -3.50  2.97  -3.11
C  -2.99  3.02  -1.65
S  -1.20  3.45  -1.64
O  -0.35  2.40  -1.01
O  -0.99  4.91  -1.33
C  -1.07  3.39  -3.49
H  -2.60  4.77  -3.83
H  -2.59  3.54  -5.09
H  -3.55  1.95  -3.52
H  -4.41  3.48  -3.41
H  -3.15  2.02  -1.25
H  -3.54  3.65  -0.94
H  -0.94  2.32  -3.66
H  -0.21  4.00  -3.75
C  -4.67  -0.84  3.10
C  -5.26  -0.26  1.84
C  -4.68  1.18  1.64
S  -2.96  1.00  2.20
O  -2.60  2.13  3.06
O  -2.17  0.68  0.98
C  -3.21  -0.48  3.21
H  -4.84  -1.92  3.09
H  -5.24  -0.36  3.89
H  -6.34  -0.32  1.85
H  -5.16  -0.84  0.91
H  -5.03  1.90  2.38
H  -4.75  1.67  0.67
H  -2.85  -0.31  4.23
H  -2.51  -1.24  2.85
C  2.93  2.81  4.39
C  1.62  3.04  5.08
C  0.42  2.68  4.23
S  0.94  3.13  2.52
O  0.70  4.58  2.33
O  0.55  2.15  1.50
C  2.78  2.97  2.89
H  3.39  1.88  4.70
H  3.61  3.61  4.68
H  1.50  4.12  5.25
H  1.53  2.58  6.07
H  -0.53  3.20  4.37
H  0.28  1.60  4.17
H  3.37  3.68  2.32
H  3.16  2.07  2.41
C  3.12  -5.00  -0.30
C  2.57  -5.02  1.16
C  1.10  -4.60  1.13
S  0.92  -3.73  -0.53
O  0.48  -2.36  -0.32
O  0.13  -4.66  -1.41
C  2.61  -3.75  -0.98
H  2.85  -5.89  -0.85
H  4.21  -5.10  -0.33
H  3.14  -4.32  1.77
H  2.61  -5.99  1.65
H  0.90  -3.86  1.89
H  0.48  -5.50  1.17
H  3.05  -2.82  -0.63
H  2.62  -3.62  -2.06
C  3.28  0.50  -5.53
C  1.85  0.00  -5.76
C  1.07  -0.43  -4.55
S  2.34  -0.22  -3.18
O  3.04  -1.47  -3.05
O  1.79  0.36  -1.97
C  3.40  0.99  -4.11
H  3.51  1.35  -6.18
H  4.09  -0.20  -5.72
H  1.94  -0.92  -6.33
H  1.38  0.68  -6.48
H  0.63  -1.43  -4.45
H  0.32  0.27  -4.19
H  4.37  1.07  -3.61
H  2.90  1.95  -4.08

Atomic partial charges in e from the Löwdin method, atoms 1 to 5: 1.628 -0.084 -0.608 -0.087 -0.419